Record 1
Formula: C19H22N2O5S
Source: OMol25
Level of theory: the ωB97M-V functional and the def2-TZVPD basis

As for the structure (SMILES): CNS(=O)(=O)c1cccc(C(=O)OCC(=O)NCCCc2ccccc2)c1. The LUMO energy comes out at -0.12 eV. The gap between HOMO and LUMO is 8.934 eV. The energy relative to the best compared isomer or geometry (same formula, charge and spin) comes out at 22.6 kcal per mole.

Structure (ORCA input):
```
! RIJCOSX wB97M-V def2-TZVPD def2/J DEFGRID3
* xyz 0 1
S -3.44 -0.54 0.00
O 3.62 -0.02 -1.58
O -4.84 -0.82 -0.02
O 0.50 3.21 -3.13
O 0.56 0.97 -2.88
O -2.49 -1.58 -0.28
N 1.70 -1.18 -1.88
N -3.06 0.04 1.52
C 2.53 -0.15 -2.09
C 0.81 -2.24 0.14
C -4.05 1.77 -1.42
C -1.44 2.03 -2.36
C -3.08 0.84 -1.09
C -3.70 2.85 -2.22
C 4.24 -0.59 2.67
C 3.20 -0.48 1.77
C -0.04 2.17 -2.84
C 1.80 -1.77 3.22
C 1.97 -1.07 2.03
C 1.96 0.89 -3.07
C 1.92 -2.23 -0.91
C -1.79 0.95 -1.55
C -3.90 1.10 2.03
C 0.84 -1.00 1.04
C -2.40 2.99 -2.68
C 4.06 -1.28 3.86
C 2.84 -1.87 4.13
H 3.35 0.06 0.84
H 1.95 -3.19 -1.43
H 4.88 -1.36 4.57
H 0.85 -2.23 3.44
H 2.43 1.87 -2.90
H 0.93 -3.13 0.76
H 2.17 0.58 -4.10
H -4.44 3.59 -2.48
H -3.79 1.16 3.11
H -3.68 2.07 1.58
H -1.07 0.20 -1.27
H 5.19 -0.13 2.45
H 0.94 -0.10 0.43
H 0.80 -1.17 -2.34
H -4.93 0.81 1.79
H -0.17 -2.30 -0.35
H -2.07 0.19 1.63
H -2.11 3.83 -3.29
H 2.89 -2.04 -0.45
H 2.70 -2.41 5.06
H -0.11 -0.95 1.58
H -5.06 1.63 -1.06
*
```


Record 2
Formula: C41H34ClN2O2PTa
Source: OMol25
Level of theory: the ωB97M-V functional and the def2-TZVPD basis

The LUMO energy comes out at -3.25 eV. The gap between HOMO and LUMO is 7.436 eV. The energy relative to the best compared isomer or geometry (same formula, charge and spin) comes out at 46.3 kcal per mole.

Structure (ORCA input):
```
! RIJCOSX wB97M-V def2-TZVPD def2/J DEFGRID3
* xyz 1 1
Ta 0.45 -1.16 -0.22
Cl -0.70 -3.87 -0.81
P 0.61 1.73 0.87
O -1.29 -1.05 -0.74
O 2.14 -1.07 0.40
N -1.49 -2.18 1.66
N 0.96 -1.40 2.69
C 1.59 -2.49 -1.85
C 3.34 -1.08 2.44
C -3.95 1.94 1.61
C -3.35 -1.76 0.16
C 0.77 1.85 -0.95
C -1.70 1.69 2.40
C 0.87 5.68 2.08
C 0.68 -2.98 -2.90
C -1.43 -4.10 -3.42
C -0.48 -3.66 -2.52
C 0.88 -2.79 -4.27
C -2.60 -1.26 -0.91
C 0.95 2.95 -3.07
C 0.68 0.61 -1.59
C -1.21 -3.88 -4.78
C -0.05 -3.24 -5.19
C 1.18 3.40 1.37
C 4.46 -0.59 0.35
C 5.66 -0.46 1.02
C 0.91 3.02 -1.69
C 3.30 -0.92 1.05
C -2.11 2.02 0.06
C 2.12 -1.34 3.20
C 5.72 -0.65 2.40
C -5.32 -1.70 -1.23
C 3.09 4.85 1.66
C 0.66 0.56 -2.98
C -0.15 -1.61 3.58
C -2.74 -2.15 1.42
C 0.81 1.73 -3.71
C -1.21 1.84 1.10
C -3.06 1.75 2.65
C -4.56 -1.23 -2.29
C 2.56 3.61 1.34
C -4.72 -1.97 -0.02
C 0.34 4.44 1.75
C -3.20 -1.00 -2.13
C -3.47 2.07 0.31
C 4.56 -0.95 3.09
C -1.06 -2.65 2.96
C 2.24 5.88 2.03
H -0.72 -0.68 3.64
H -3.42 1.66 3.67
H 0.14 -1.91 4.59
H -4.17 2.22 -0.51
H 1.94 -3.31 -1.22
H 6.56 -0.21 0.47
H -1.75 2.14 -0.96
H 0.99 3.98 -1.19
H 1.07 3.86 -3.65
H -1.94 -4.20 -5.50
H -2.33 -4.59 -3.08
H 1.79 -2.30 -4.60
H 2.44 -1.94 -2.24
H -5.01 2.00 1.81
H -5.30 -2.36 0.81
H 4.39 -0.43 -0.72
H -1.00 1.55 3.22
H -0.73 4.29 1.77
H -0.51 -3.59 2.81
H 3.22 2.80 1.05
H -3.45 -2.47 2.20
H -5.02 -1.03 -3.25
H -2.59 -0.64 -2.95
H 4.16 5.01 1.63
H 6.66 -0.56 2.92
H 2.26 -1.46 4.28
H -1.91 -2.86 3.63
H 0.54 -0.39 -3.49
H 2.65 6.85 2.29
H 4.59 -1.08 4.17
H 0.81 1.68 -4.80
H 0.21 6.48 2.37
H -6.39 -1.87 -1.36
H 0.13 -3.08 -6.25
*
```


Record 3
Formula: C10H13NO
Source: OMol25
Level of theory: the ωB97M-V functional and the def2-TZVPD basis

The LUMO energy comes out at 0.03 eV. The gap between HOMO and LUMO is 8.872 eV. The energy relative to the best compared isomer or geometry (same formula, charge and spin) comes out at 135.4 kcal per mole.

Structure (ORCA input):
```
! RIJCOSX wB97M-V def2-TZVPD def2/J DEFGRID3
* xyz 0 1
O -0.11 0.73 -3.52
N 1.44 1.65 -0.44
C 0.61 -1.32 2.06
C -0.94 0.86 -0.58
C -1.71 -0.96 0.83
C 0.31 1.66 -1.22
C -0.47 -1.96 2.58
C 0.78 0.70 -2.33
C 1.73 0.39 0.39
C -1.72 -1.81 1.99
C -0.64 -0.31 0.17
C 0.57 -0.37 0.94
H 1.46 -1.40 2.84
H -1.59 1.62 -0.04
H 2.31 -0.20 -0.15
H 1.81 1.10 -2.61
H 0.74 -0.34 -2.20
H -0.37 -0.64 -3.69
H 1.17 2.31 0.28
H 2.15 0.83 1.39
H -2.65 -2.40 2.18
H 0.00 2.61 -1.63
H -0.41 -2.68 3.35
H -2.73 -0.60 0.62
H -1.72 0.53 -1.22
*
```


Record 4
Formula: C2H8N2O2S
Source: OMol25
Level of theory: the ωB97M-V functional and the def2-TZVPD basis

The LUMO energy comes out at 0.34 eV. The gap between HOMO and LUMO is 8.444 eV. The energy relative to the best compared isomer or geometry (same formula, charge and spin) comes out at 39.9 kcal per mole.

Structure (ORCA input):
```
! RIJCOSX wB97M-V def2-TZVPD def2/J DEFGRID3
* xyz 0 1
S -0.44 -1.42 0.22
O -0.73 -1.84 1.58
O -1.63 -0.89 -0.52
N 0.11 1.55 0.68
N 0.35 -2.79 -0.66
C -0.56 2.11 -0.49
C 0.90 0.48 0.58
H 0.43 -2.62 -1.71
H -0.26 1.55 1.64
H 1.13 0.09 1.45
H 1.50 0.33 -0.24
H -1.58 2.28 -0.25
H -0.03 3.07 -0.71
H 1.20 -3.30 -0.21
H -0.40 1.40 -1.34
*
```


Record 5
Formula: C5H16N3S
Source: OMol25
Level of theory: the ωB97M-V functional and the def2-TZVPD basis

The LUMO energy comes out at -2.87 eV. The gap between HOMO and LUMO is 8.819 eV. The energy relative to the best compared isomer or geometry (same formula, charge and spin) comes out at 15.3 kcal per mole.

Structure (ORCA input):
```
! RIJCOSX wB97M-V def2-TZVPD def2/J DEFGRID3
* xyz 1 1
S -1.01 -0.52 0.84
N 1.03 0.67 -2.17
N 2.22 0.83 -0.17
N 0.67 2.43 -0.78
C 2.20 1.18 1.27
C -2.81 -1.59 -1.04
C -0.87 -1.62 2.27
C 1.30 1.29 -1.01
C -1.36 -1.64 -0.57
H -0.89 -2.65 1.95
H -3.31 -0.67 -0.77
H -0.20 2.61 -1.25
H -1.70 -1.50 2.96
H -1.05 -2.62 -0.23
H 1.47 -0.23 -2.35
H 1.16 1.30 1.58
H -3.44 -2.38 -0.63
H 0.09 -1.42 2.74
H 2.58 -0.08 -0.42
H -0.73 -1.28 -1.38
H 0.82 3.01 0.04
H -2.89 -1.72 -2.13
H 2.59 0.33 1.81
H 0.92 1.21 -3.01
H 2.77 2.09 1.45
*
```


Record 6
Formula: C7H10O4Si
Source: OMol25
Level of theory: the ωB97M-V functional and the def2-TZVPD basis

The LUMO energy comes out at 5.79 eV. The gap between HOMO and LUMO is 6.268 eV. The energy relative to the best compared isomer or geometry (same formula, charge and spin) comes out at 27.0 kcal per mole.

Structure (ORCA input):
```
! RIJCOSX wB97M-V def2-TZVPD def2/J DEFGRID3
* xyz -2 1
Si -1.60 -1.64 -1.64
O -3.60 -3.23 -0.42
O -0.48 -0.50 -3.95
O -1.73 -2.30 -4.25
O -1.55 -4.00 -0.48
C 1.39 0.62 0.14
C 0.13 0.85 1.08
C -1.17 -1.44 -3.57
C -0.70 -0.47 0.82
C -2.45 -3.19 -0.82
C 0.80 -0.09 -1.04
C -0.18 -1.12 -0.46
H 0.47 1.05 2.01
H 0.48 -1.88 -0.10
H 2.17 -0.07 0.67
H 0.30 0.67 -1.51
H -2.60 0.31 -1.02
H 1.86 1.46 -0.11
H -0.43 1.76 0.59
H -0.57 -1.07 1.69
H -1.68 -0.18 0.70
H 1.62 -0.43 -1.75
*
```


Record 7
Formula: CH4N2O3
Source: OMol25
Level of theory: the ωB97M-V functional and the def2-TZVPD basis

The LUMO energy comes out at 0.01 eV. The gap between HOMO and LUMO is 9.162 eV. The energy relative to the best compared isomer or geometry (same formula, charge and spin) comes out at 89.2 kcal per mole.

Structure (ORCA input):
```
! RIJCOSX wB97M-V def2-TZVPD def2/J DEFGRID3
* xyz 0 1
O -0.15 2.09 -0.07
O -1.72 -0.92 -0.35
O 1.54 -0.84 0.22
N 1.20 0.29 -0.36
N -1.25 0.20 0.24
C -0.08 0.86 -0.06
H -0.90 -1.68 0.20
H 1.93 1.11 -0.24
H -2.22 0.66 0.65
H 1.66 -1.78 -0.22
*
```


Record 8
Formula: C35H56BCl2F3N2O16P
Source: OMol25
Level of theory: the ωB97M-V functional and the def2-TZVPD basis

The LUMO energy comes out at 1.84 eV. The gap between HOMO and LUMO is 6.002 eV.

Structure (ORCA input):
```
! RIJCOSX wB97M-V def2-TZVPD def2/J DEFGRID3
* xyz -1 1
Cl 6.36 -1.14 -2.02
Cl 6.49 3.56 -1.89
P 0.56 -0.43 -3.37
F -1.86 -5.15 4.91
F -3.52 -1.15 7.01
F 11.34 -0.99 2.08
O 3.25 0.27 -1.59
O -4.10 0.44 8.47
O 11.66 0.46 0.41
O -5.22 -0.31 -3.24
O 9.89 1.82 0.80
O -5.14 1.85 7.05
O 0.03 -0.54 -0.54
O -2.09 1.53 -2.73
O -3.31 -2.34 3.62
O -3.02 1.21 3.38
O 11.16 2.12 -1.08
O -1.54 -3.69 3.24
O 1.88 -2.74 0.40
O -4.78 2.49 9.22
O -2.04 -2.04 1.74
O 3.67 -2.77 -1.19
N -1.19 1.77 1.76
N -2.92 0.31 -0.66
C -4.68 1.66 8.32
C 1.17 1.86 -0.50
C -5.61 2.18 -3.17
C 1.70 -1.99 -3.62
C 2.64 -0.30 -0.40
C 0.96 2.57 -1.79
C 11.29 0.32 1.76
C 1.08 0.28 -0.15
C -2.28 -2.64 2.78
C -3.86 2.62 1.42
C -5.10 -2.93 -3.30
C -1.25 -2.15 -1.85
C -0.58 3.00 2.34
C 0.99 0.26 1.54
C -0.69 -1.76 -5.78
C 4.37 1.17 -1.33
C 9.88 0.82 1.79
C 8.41 1.36 -2.66
C -2.66 1.81 2.22
C 10.92 1.51 -0.05
C -4.71 0.74 6.30
C 2.68 -1.98 -0.38
C -5.62 -1.51 -4.01
C -3.32 -3.34 4.62
C -0.50 -0.34 -5.01
C 6.87 1.71 -2.11
C -0.53 0.47 2.11
C -2.40 -2.42 -2.93
C -5.20 0.88 -4.11
C -4.52 -0.30 7.35
C 5.85 0.63 -1.80
C 0.32 2.85 3.69
C -0.55 -0.63 -1.83
C -3.89 -2.71 -2.21
C -1.91 -3.84 4.59
B -1.87 0.42 -1.79
H -3.67 2.69 0.25
H -1.56 0.12 -4.84
H 0.28 3.90 4.25
H -1.48 3.73 2.62
H -3.88 0.23 -1.05
H -2.15 -3.45 -3.48
H 1.80 -2.32 -4.74
H 0.12 3.43 -1.78
H 0.08 0.39 -5.76
H 0.08 3.65 1.57
H 9.61 1.23 2.77
H -0.45 -3.01 -1.91
H -5.39 1.91 -2.04
H -3.59 -2.92 5.59
H 2.79 -1.59 -3.34
H -1.25 -0.38 1.70
H 9.14 1.37 -1.74
H -3.78 0.98 5.77
H -1.22 -3.27 5.23
H 1.55 2.60 0.36
H -4.04 3.72 1.79
H 0.14 -1.86 -6.62
H -1.74 -1.83 -6.29
H -4.88 -3.77 -4.11
H -4.05 -4.11 4.35
H -4.84 1.98 1.55
H 9.15 0.04 1.52
H 4.48 1.59 -0.25
H -0.58 -2.71 -5.06
H 1.48 2.35 -2.81
H -6.01 0.71 -4.95
H -4.94 3.09 -3.47
H 4.10 2.10 -2.02
H 1.40 -0.74 1.99
H -2.60 -1.65 -3.77
H 3.28 -0.02 0.57
H -5.11 -1.41 -5.07
H 1.46 2.62 3.53
H 1.69 1.12 1.96
H -5.47 0.45 5.56
H -4.19 -1.89 -1.43
H -0.47 0.24 3.28
H -1.28 1.78 -3.25
H -2.67 -0.45 0.01
H -1.73 -2.26 -0.76
H 8.68 2.26 -3.40
H -4.13 1.05 -4.60
H 11.98 0.89 2.40
H -3.77 -3.73 -1.61
H 1.48 -2.86 -2.87
H 8.42 0.36 -3.28
H -6.04 -3.32 -2.69
H -6.73 2.45 -3.38
H -6.81 -1.53 -4.09
H -5.42 -0.87 7.60
H -0.23 2.09 4.40
*
```


Record 9
Formula: C26H36ClN4O4P
Source: OMol25
Level of theory: the ωB97M-V functional and the def2-TZVPD basis

As for the structure (SMILES): CCOCCc1c(CNC)c2c(c([PH2]=N)c1[C@H](Cl)CC)C(=O)N(c1ccccc1)C2=O.CN(C)C=O. The LUMO energy comes out at -0.43 eV. The gap between HOMO and LUMO is 8.184 eV.

Structure (ORCA input):
```
! RIJCOSX wB97M-V def2-TZVPD def2/J DEFGRID3
* xyz 0 1
Cl 4.48 2.67 -1.79
P 0.81 3.68 0.79
O 4.70 -2.35 -0.95
O -2.02 -1.13 -1.80
O -7.95 -1.17 2.96
O -2.09 2.86 0.12
N 0.03 3.39 2.13
N 0.49 -1.54 -3.53
N -7.93 0.08 1.07
N -2.35 0.60 -0.29
C 1.04 -0.36 -1.46
C -1.57 -0.27 -1.14
C 2.26 1.56 -0.58
C -1.60 1.81 -0.13
C 3.52 2.36 -0.30
C -2.20 -0.50 3.31
C 6.26 -4.17 -0.88
C -0.15 0.23 -1.04
C -6.58 0.55 1.31
C 4.41 1.81 0.84
C -3.83 -1.81 2.13
C 4.68 2.85 1.93
C -3.15 -1.52 3.30
C -8.49 -0.76 1.96
C 6.03 -2.70 -0.55
C 4.35 -1.03 -0.56
C 0.90 -1.71 -2.14
C -8.64 0.53 -0.12
C -2.60 -0.11 0.95
C -1.93 0.20 2.13
C -3.56 -1.12 0.95
C 1.03 2.12 -0.15
C 2.26 0.30 -1.22
C 3.52 -0.39 -1.68
C -0.16 1.45 -0.42
C 1.58 -1.14 -4.43
H -5.90 -0.30 1.36
H -6.53 1.08 2.26
H -8.73 1.62 -0.11
H -9.52 -1.05 1.68
H 2.07 4.21 1.11
H 0.13 4.61 -0.02
H 1.77 -2.35 -2.00
H 3.28 -1.22 -2.31
H -8.09 0.24 -1.01
H 5.64 -4.44 -1.73
H 5.36 1.48 0.44
H -1.67 -0.25 4.21
H 3.75 -1.05 0.35
H -3.33 -2.06 4.22
H 0.19 -2.46 -3.86
H -6.26 1.21 0.51
H 7.30 -4.30 -1.17
H -9.63 0.10 -0.15
H 4.13 0.27 -2.29
H 6.76 -2.08 -1.07
H 6.10 -2.55 0.53
H -0.83 3.92 2.17
H 1.70 -0.06 -4.42
H -4.57 -2.59 2.12
H 5.55 3.45 1.66
H 1.29 -1.40 -5.44
H 6.08 -4.81 -0.03
H -1.18 0.98 2.15
H 0.08 -2.21 -1.64
H -4.07 -1.33 0.02
H 3.82 3.51 2.07
H 2.52 -1.65 -4.24
H 5.26 -0.47 -0.36
H 4.84 2.38 2.89
H 3.25 3.35 0.02
H 3.93 0.96 1.32
*
```


Record 10
Formula: C15H25N3O2S
Source: OMol25
Level of theory: the ωB97M-V functional and the def2-TZVPD basis

As for the structure (SMILES): CC(C)[C@@H](NC(=O)C1CCCCC1)C(=O)NC1=NCCS1. The LUMO energy comes out at 0.62 eV. The gap between HOMO and LUMO is 9.327 eV. The energy relative to the best compared isomer or geometry (same formula, charge and spin) comes out at 0.0 kcal per mole.

Structure (ORCA input):
```
! RIJCOSX wB97M-V def2-TZVPD def2/J DEFGRID3
* xyz 0 1
S -3.62 0.51 0.91
O -1.11 -1.38 -2.45
O -0.12 1.50 0.21
N 0.38 -0.66 -0.16
N -4.03 1.79 -1.32
N -2.65 0.00 -1.65
C 2.17 1.00 -0.28
C -1.01 -1.07 -0.09
C -3.39 0.82 -0.83
C -2.60 -2.98 0.30
C 4.39 0.59 -1.36
C 5.07 0.66 0.01
C 2.84 1.05 1.10
C -4.57 2.05 1.05
C 4.28 1.55 0.96
C -0.54 -2.73 1.72
C -1.13 -2.54 0.33
C 2.96 0.07 -1.20
C -1.60 -0.85 -1.48
C -4.84 2.52 -0.40
C 0.70 0.65 -0.08
H 5.15 -0.35 0.43
H 2.28 1.72 1.75
H 0.48 -2.39 1.76
H -5.89 2.35 -0.67
H 3.01 -0.94 -0.77
H 2.84 0.05 1.54
H 6.09 1.05 -0.11
H -3.95 2.76 1.59
H 4.76 1.56 1.94
H -1.49 -0.42 0.65
H -3.00 -2.91 -0.71
H -4.63 3.58 -0.51
H -0.57 -3.14 -0.39
H -1.12 -2.17 2.45
H -2.84 0.19 -2.64
H 0.99 -1.30 -0.64
H -3.19 -2.34 0.95
H -5.48 1.85 1.61
H 4.36 1.58 -1.81
H 2.48 0.00 -2.18
H 2.18 2.01 -0.70
H -0.57 -3.78 2.00
H -2.69 -4.01 0.63
H 4.27 2.57 0.58
H 4.95 -0.07 -2.02
*
```


- Number 4 is which compound?
  C2H8N2O2S


Repeat the third record exactly.
Formula: C10H13NO
Source: OMol25
Level of theory: the ωB97M-V functional and the def2-TZVPD basis

The LUMO energy comes out at 0.03 eV. The gap between HOMO and LUMO is 8.872 eV. The energy relative to the best compared isomer or geometry (same formula, charge and spin) comes out at 135.4 kcal per mole.

Structure (ORCA input):
```
! RIJCOSX wB97M-V def2-TZVPD def2/J DEFGRID3
* xyz 0 1
O -0.11 0.73 -3.52
N 1.44 1.65 -0.44
C 0.61 -1.32 2.06
C -0.94 0.86 -0.58
C -1.71 -0.96 0.83
C 0.31 1.66 -1.22
C -0.47 -1.96 2.58
C 0.78 0.70 -2.33
C 1.73 0.39 0.39
C -1.72 -1.81 1.99
C -0.64 -0.31 0.17
C 0.57 -0.37 0.94
H 1.46 -1.40 2.84
H -1.59 1.62 -0.04
H 2.31 -0.20 -0.15
H 1.81 1.10 -2.61
H 0.74 -0.34 -2.20
H -0.37 -0.64 -3.69
H 1.17 2.31 0.28
H 2.15 0.83 1.39
H -2.65 -2.40 2.18
H 0.00 2.61 -1.63
H -0.41 -2.68 3.35
H -2.73 -0.60 0.62
H -1.72 0.53 -1.22
*
```


- gap between HOMO and LUMO of number 4 (C2H8N2O2S)?
  8.444 eV


- Among the records above, which one has the lowest gap between HOMO and LUMO?
  C35H56BCl2F3N2O16P